[1]
# C38H68F9NO8

A cluster of 4 separate species, C38H68F9NO8 in total (wB97M-V/def2-TZVPD, OMol25).

Geometry (Å):
1 C -4.05 0.99 0.77
2 C -2.69 1.28 0.71
3 C -1.58 0.58 1.48
4 C -0.92 1.71 2.38
5 C 0.62 1.56 2.41
6 C 1.33 2.93 2.28
7 C 1.88 3.08 0.86
8 C 3.13 2.18 0.62
9 C 3.08 1.40 -0.72
10 C 3.22 -0.12 -0.56
11 C 1.89 -0.87 -0.63
12 C 1.97 -2.31 -0.09
13 C 0.96 -3.26 -0.74
14 C 1.43 -3.84 -2.09
15 C 1.02 -2.91 -3.27
16 C 0.65 -3.65 -4.55
17 C -0.78 -4.20 -4.58
18 C -1.86 -3.18 -4.20
19 C -1.69 -1.79 -4.84
20 O -1.56 1.95 3.61
21 C -1.16 1.21 4.74
22 C 0.02 1.85 5.55
23 N 0.02 3.32 5.37
24 C -0.98 -0.31 4.53
25 C -0.39 -1.06 5.73
26 C -0.02 -2.50 5.25
27 C 1.35 -2.99 5.77
28 O 2.27 -3.25 4.73
29 C 2.06 -4.51 4.14
30 H -4.71 1.65 1.33
31 H -4.50 0.17 0.21
32 H -2.33 2.10 0.08
33 H -0.85 0.21 0.77
34 H -2.05 -0.21 2.05
35 H -1.10 2.61 1.80
36 H 0.89 1.01 1.51
37 H 1.00 0.97 3.24
38 H 2.11 3.07 3.03
39 H 0.60 3.74 2.42
40 H 2.09 4.12 0.62
41 H 1.13 2.76 0.15
42 H 4.05 2.74 0.77
43 H 3.09 1.43 1.42
44 H 2.23 1.68 -1.33
45 H 3.95 1.71 -1.30
46 H 3.81 -0.37 0.32
47 H 3.80 -0.47 -1.42
48 H 1.53 -0.82 -1.65
49 H 1.15 -0.35 -0.01
50 H 1.68 -2.25 0.96
51 H 2.98 -2.71 -0.11
52 H 0.85 -4.12 -0.07
53 H -0.04 -2.82 -0.81
54 H 2.52 -3.83 -2.04
55 H 1.08 -4.85 -2.25
56 H 1.85 -2.24 -3.50
57 H 0.22 -2.26 -2.91
58 H 0.75 -2.96 -5.39
59 H 1.40 -4.43 -4.72
60 H -0.84 -5.03 -3.86
61 H -0.97 -4.57 -5.59
62 H -1.87 -3.08 -3.11
63 H -2.84 -3.55 -4.50
64 H -0.74 -1.36 -4.57
65 H -2.45 -1.11 -4.43
66 H -1.84 -1.80 -5.91
67 H -1.99 1.28 5.44
68 H 0.98 1.41 5.28
69 H -0.19 1.67 6.60
70 H -0.08 3.75 6.28
71 H 0.93 3.61 5.03
72 H -1.98 -0.72 4.38
73 H -0.41 -0.57 3.65
74 H 0.53 -0.64 6.12
75 H -1.12 -1.21 6.52
76 H -0.78 -3.22 5.56
77 H 0.03 -2.56 4.16
78 H 1.83 -2.24 6.40
79 H 1.26 -3.88 6.40
80 H 2.90 -4.76 3.49
81 H 1.98 -5.31 4.88
82 H 1.16 -4.51 3.52
83 C 8.79 6.27 -1.07
84 C 7.92 5.74 -2.18
85 O 7.83 4.31 -2.14
86 C 6.97 3.80 -1.25
87 O 6.28 4.43 -0.50
88 C 6.96 2.27 -1.36
89 F 8.20 1.76 -1.41
90 F 6.32 1.87 -2.47
91 F 6.34 1.73 -0.31
92 H 9.78 5.80 -1.10
93 H 8.92 7.35 -1.16
94 H 8.36 6.06 -0.09
95 H 8.36 5.98 -3.15
96 H 6.92 6.18 -2.16
97 C -6.12 3.67 3.94
98 C -5.60 2.39 4.55
99 O -6.01 2.28 5.93
100 C -7.25 1.86 6.14
101 O -8.05 1.57 5.30
102 C -7.52 1.76 7.65
103 F -7.08 2.85 8.30
104 F -6.88 0.69 8.17
105 F -8.82 1.62 7.91
106 H -5.81 4.53 4.53
107 H -5.76 3.78 2.92
108 H -7.21 3.68 3.92
109 H -4.51 2.40 4.55
110 H -5.92 1.50 4.00
111 C -5.22 -2.81 -10.76
112 C -4.19 -1.75 -10.42
113 O -3.35 -2.18 -9.32
114 C -2.37 -3.01 -9.63
115 O -2.11 -3.44 -10.72
116 C -1.55 -3.33 -8.37
117 F -2.34 -3.62 -7.33
118 F -0.78 -2.28 -8.03
119 F -0.73 -4.37 -8.57
120 H -5.80 -3.07 -9.88
121 H -5.89 -2.45 -11.54
122 H -4.74 -3.72 -11.12
123 H -4.68 -0.85 -10.08
124 H -3.58 -1.49 -11.28

Results
SMILES string: C=CC[C@H](CCCCCCCCCCCCCCC)O[C@H](CN)CCCCOC.CCOC(=O)C(F)(F)F.CCOC(=O)C(F)(F)F.CCOC(=O)C(F)(F)F
HOMO-LUMO gap: 7.392 eV
DFT total energy: -82832.2067 eV
HOMO level: -7.30 eV


[2]
# C6H6

A structure of composition C6H6 (wB97M-V/def2-TZVPD, OMol25).

Geometry (Å):
1 C 0.51 0.82 1.54
2 C -0.43 -0.73 0.11
3 C -0.24 0.75 0.25
4 C -0.45 1.85 -0.38
5 C -0.14 -1.43 -1.09
6 C 0.14 -2.04 -2.09
7 H 1.58 1.01 1.42
8 H 0.06 1.38 2.37
9 H 0.40 -0.57 1.38
10 H -1.35 -1.05 0.62
11 H -0.49 2.59 -1.17
12 H 0.41 -2.59 -2.96

Results
Energy relative to the best compared isomer or geometry (same formula, charge and spin): 8.536 eV
HOMO-LUMO gap (spin up / spin down): 7.138 / 7.922 eV
DFT total energy: -6310.6643 eV
HOMO level (spin up / spin down): -8.00 / -7.83 eV


[3]
# C20H27FN2OS

An isolated molecule of C20H27FN2OS (wB97M-V/def2-TZVPD, OMol25).

Geometry (Å):
1 C -6.49 -0.62 0.56
2 H -6.15 0.42 0.62
3 H -7.39 -0.61 0.06
4 H -6.44 -1.16 1.41
5 C -5.52 -1.42 -0.66
6 C -4.21 -1.19 0.09
7 C -3.39 -2.25 0.51
8 S -1.82 -1.49 0.82
9 C -2.50 0.13 0.63
10 N -3.60 0.09 0.25
11 C -1.68 1.48 1.11
12 N -0.34 1.13 0.62
13 C -0.03 0.87 -0.83
14 C 1.36 0.63 -1.03
15 H 1.47 0.54 -2.27
16 H 1.33 -0.52 -0.59
17 C 2.49 1.18 -0.33
18 C 2.09 1.41 1.19
19 C 0.80 2.04 1.30
20 H 0.48 1.97 2.56
21 H 0.52 2.97 0.92
22 H 2.12 0.58 1.73
23 H 2.81 2.28 1.64
24 C 2.50 2.80 -0.85
25 O 3.50 3.76 -0.66
26 H 4.47 3.26 -0.57
27 H 2.80 2.45 -2.10
28 H 1.65 3.44 -0.97
29 C 3.75 0.60 -0.46
30 C 3.92 -0.81 -0.01
31 C 3.57 -1.72 -0.97
32 C 3.58 -3.15 -0.57
33 C 4.00 -3.37 0.88
34 C 4.29 -2.49 1.67
35 C 4.24 -1.13 1.23
36 H 4.59 -0.05 1.93
37 H 4.64 -2.56 2.54
38 H 4.00 -4.42 1.46
39 F 3.27 -4.09 -1.26
40 H 3.16 -1.53 -1.85
41 H 4.67 1.14 0.12
42 H 3.93 0.72 -1.40
43 H -0.89 0.36 -1.14
44 H -0.26 1.93 -1.10
45 H -2.15 2.24 0.54
46 H -1.50 1.36 2.16
47 H -3.38 -3.28 0.29
48 C -5.50 -0.70 -1.83
49 H -6.61 -0.54 -2.37
50 H -5.07 -0.95 -2.52
51 H -5.34 0.54 -1.81
52 H -5.74 -2.27 -0.67

Results
SMILES string: CC(C)c1csc(CN2CCC(CO)(Cc3cccc(F)c3)CC2)n1
HOMO-LUMO gap: 8.590 eV
DFT total energy: -39741.9602 eV
HOMO level: -7.99 eV


> Number 2 is which compound?

C6H6


> What is the formula in the second record?

C6H6


> Which formula does entry 3 have?

C20H27FN2OS


> Which of these has the lowest DFT total energy?

C38H68F9NO8